(1)
# C32H51BrF2N6PS2ScSi

A structure of composition C32H51BrF2N6PS2ScSi (ωB97M-V with the def2-TZVPD basis set, the Open Molecules 2025 dataset).

Geometry as XYZ:
```
97
Properties=species:S:1:pos:R:3:forces:R:3
Sc 0.9370 -1.5506 0.7314 0.14 -0.28 0.04
N 1.8127 -1.9024 -1.6029 0.00 0.04 -0.03
N 2.7433 -1.0030 -2.1331 0.06 0.01 0.00
C 3.3528 -0.1092 -1.3367 -0.05 -0.01 0.04
N 4.3084 0.6358 -1.8817 0.01 0.00 -0.02
S 2.9198 0.1204 0.2854 0.00 0.08 -0.07
H 2.2078 -2.8390 -1.6117 -0.02 0.00 0.01
H 0.9752 -1.8863 -2.1791 0.02 0.00 -0.01
H 3.0450 -1.1338 -3.0882 0.00 0.00 0.01
H 4.6069 0.5371 -2.8389 0.00 0.00 0.00
H 4.7579 1.3352 -1.3139 0.00 0.00 0.00
N 2.9138 -5.4098 1.1507 -0.02 -0.01 -0.02
C 3.9579 -4.7663 1.7967 0.01 0.05 0.01
C 5.0880 -5.2555 2.4417 0.00 -0.01 0.00
C 5.9360 -4.3161 2.9878 0.00 -0.01 0.00
C 5.6696 -2.9406 2.8885 -0.01 0.01 0.00
C 4.5475 -2.4633 2.2456 0.01 0.00 0.00
C 3.6741 -3.4014 1.6940 0.04 -0.04 -0.01
N 2.4725 -3.2412 1.0010 0.03 0.03 -0.01
C 2.0654 -4.4620 0.7088 0.00 0.01 0.01
C 0.8070 -4.6847 0.0140 -0.04 -0.02 -0.01
C 0.2157 -5.8455 -0.3719 0.01 0.00 0.00
S -1.3164 -5.5192 -1.0449 0.01 0.02 0.02
C -1.0792 -3.8599 -0.7829 -0.02 -0.01 -0.01
N 0.0643 -3.5506 -0.2362 0.03 0.04 0.01
H 2.7903 -6.4052 1.0677 0.00 0.00 0.00
H 5.2918 -6.3148 2.5162 0.00 0.00 0.00
H 6.8281 -4.6436 3.5032 0.00 0.00 0.00
H 6.3678 -2.2405 3.3265 0.00 0.00 0.00
H 4.3614 -1.4031 2.1583 0.00 0.00 -0.01
H 0.5812 -6.8553 -0.2820 0.00 -0.01 0.00
H -1.8302 -3.1263 -1.0337 -0.01 0.02 0.00
F -1.0757 -1.8523 1.6584 -0.06 0.06 0.04
C -0.0263 -2.5315 2.4535 -0.12 0.04 0.12
F -0.3539 -3.8537 2.4439 0.00 -0.03 -0.01
H -0.2158 -2.1859 3.4697 0.03 -0.06 -0.02
C -0.5678 0.4950 3.8498 -0.01 0.02 -0.01
P 0.9727 0.3163 2.8803 0.00 0.03 0.03
C 2.1494 -0.3268 4.1217 0.00 0.02 -0.01
C 1.4637 2.0514 2.6431 -0.01 -0.02 0.01
C 1.0777 2.7043 1.4744 0.00 -0.02 0.03
C 1.3634 4.0481 1.2910 0.00 0.01 -0.01
C 2.0522 4.7492 2.2706 0.01 0.00 0.02
C 2.4497 4.1053 3.4336 0.00 0.02 -0.01
C 2.1535 2.7637 3.6228 0.00 -0.02 -0.02
H -0.3738 1.1559 4.6954 0.00 0.00 0.00
H -0.9263 -0.4614 4.2263 0.00 0.01 -0.01
H -1.3460 0.9377 3.2300 0.02 -0.01 0.02
H 2.0097 0.1548 5.0892 0.00 0.00 0.00
H 3.1722 -0.1532 3.7878 0.00 0.00 0.00
H 2.0043 -1.3999 4.2457 -0.01 -0.01 0.00
H 0.5556 2.1525 0.7011 0.00 -0.02 0.00
H 1.0549 4.5501 0.3825 0.01 0.00 0.02
H 2.2802 5.7970 2.1280 0.00 0.00 0.00
H 2.9866 4.6497 4.1986 0.00 0.00 0.00
H 2.4645 2.2834 4.5413 0.00 0.00 0.00
C -3.8250 -1.1357 -2.3317 0.00 0.00 0.03
C -3.4911 0.2197 -2.9710 0.04 0.01 0.03
C -2.7231 -0.0696 -4.2687 0.01 0.01 0.00
C -4.8211 0.9092 -3.3367 0.00 0.03 0.02
Si -2.5004 1.3819 -1.8189 -0.12 0.12 -0.04
Br -0.7352 -0.0421 -1.0202 -0.05 0.00 -0.11
C -3.4007 1.9164 -0.2247 0.03 0.00 -0.02
C -2.4418 2.2802 0.9165 0.00 -0.03 -0.01
C -4.2717 3.1481 -0.5427 0.02 0.02 -0.01
C -4.3121 0.7983 0.3013 -0.01 -0.01 0.00
C -1.4822 2.7386 -2.7024 -0.02 0.00 0.02
C -2.4347 3.5255 -3.6253 -0.02 -0.01 0.00
C -0.8651 3.7232 -1.6987 0.01 -0.06 0.04
C -0.3187 2.1967 -3.5477 0.01 -0.02 0.01
H -4.2981 -1.7700 -3.0859 0.00 0.00 0.00
H -4.5128 -1.0563 -1.4948 0.00 0.00 0.00
H -2.9264 -1.6443 -1.9822 0.03 -0.03 -0.04
H -3.3148 -0.7558 -4.8801 0.00 0.00 0.00
H -1.7586 -0.5469 -4.0773 0.01 0.00 0.00
H -2.5536 0.8255 -4.8647 0.01 0.00 0.00
H -5.3594 0.2762 -4.0472 0.00 0.00 0.00
H -4.6795 1.8804 -3.8111 0.00 0.00 0.00
H -5.4681 1.0420 -2.4696 0.00 0.01 -0.01
H -1.7743 3.1042 0.6815 0.03 0.04 -0.02
H -1.8344 1.4231 1.2101 0.00 -0.02 -0.01
H -3.0350 2.5801 1.7855 -0.01 0.00 0.00
H -3.6749 4.0240 -0.7986 -0.02 -0.01 0.00
H -4.8544 3.4026 0.3466 0.00 0.00 0.00
H -4.9800 2.9692 -1.3523 -0.01 0.00 -0.01
H -3.7648 -0.1297 0.4859 0.00 0.01 0.01
H -5.1438 0.5879 -0.3694 0.00 -0.01 0.00
H -4.7435 1.1206 1.2528 0.00 0.00 0.00
H -3.3076 3.9165 -3.0996 0.00 0.00 0.00
H -2.7830 2.9283 -4.4674 -0.01 0.00 0.00
H -1.8951 4.3821 -4.0375 0.01 0.00 0.00
H -1.6129 4.2789 -1.1347 0.02 0.00 0.01
H -0.2678 4.4538 -2.2513 0.01 0.00 -0.01
H -0.1986 3.2162 -0.9955 -0.06 0.03 -0.06
H -0.6204 1.4531 -4.2813 0.00 0.00 0.00
H 0.4606 1.7649 -2.9167 0.00 -0.01 -0.01
H 0.1255 3.0340 -4.0929 0.00 0.00 0.00
```
Forces are in eV/Å.

Calculated values
LUMO level   -5.01 eV
HOMO level   -13.52 eV
Charge   +2
ΔE to the lowest compared entry with this formula, charge and spin   2.2 kcal/mol

Atomic partial charges in e from the Mulliken method, atoms 1 to 4: 0.23, -0.28, -0.76, 0.81

=====

(2)
# C32H51LaNO4P2SSi

A structure of composition C32H51LaNO4P2SSi (ωB97M-V with the def2-TZVPD basis set, the Open Molecules 2025 dataset).

Geometry as XYZ:
```
93
Properties=species:S:1:pos:R:3:forces:R:3
C -2.3682 1.9643 -5.0255 -0.08 0.00 0.35
C -1.9918 0.8271 -4.3190 0.78 0.22 0.23
C -0.5911 0.6251 -4.1387 0.36 -0.90 -0.49
C 0.3878 1.5225 -4.6099 -1.25 -0.25 -0.04
C -0.0490 2.6161 -5.3350 -0.18 -0.33 0.31
C -1.4128 2.8424 -5.5247 -0.02 0.23 -0.22
C 1.8099 1.1835 -4.2847 0.39 0.40 0.38
C 2.1138 -0.2842 -4.3333 -0.12 -1.06 0.12
C 1.1012 -1.1367 -3.8645 -0.83 0.07 -0.72
C 1.2419 -2.5556 -3.7795 0.14 0.85 0.17
C 2.4550 -3.0793 -4.2121 0.08 -0.12 0.28
C 3.4640 -2.2504 -4.7008 0.09 -0.07 -0.07
C 3.2899 -0.8664 -4.7764 -0.37 -0.16 0.24
H -3.4320 2.1404 -5.1722 0.20 0.14 -0.12
H 0.6972 3.2693 -5.7351 0.16 0.52 -0.28
H -1.7359 3.7188 -6.0796 0.06 -0.15 0.07
H 2.4686 1.7195 -4.9535 0.31 0.25 -0.05
H 2.5888 -4.1610 -4.1639 0.14 0.26 -0.11
H 4.3992 -2.6920 -5.0344 -0.17 0.08 0.04
H 4.0520 -0.2240 -5.1729 0.43 0.06 -0.15
N -0.1557 -0.5933 -3.6313 -1.08 -1.11 0.22
La -0.3294 -0.4427 -1.3287 1.71 2.81 -4.03
C -3.0144 -0.1686 -3.8009 -0.41 0.02 -0.49
H -2.7864 -1.1897 -4.1619 -0.10 0.38 0.17
H -4.0267 0.1115 -4.1278 0.25 -0.05 -0.31
C 0.0749 -3.4424 -3.3656 0.28 -0.73 -0.60
H -0.8076 -3.2172 -4.0000 0.38 -0.19 0.29
H 0.3486 -4.5051 -3.4607 0.02 0.22 -0.59
P -3.0972 -0.2268 -1.9847 1.06 -0.45 0.63
P -0.4992 -3.3251 -1.6585 -0.42 2.46 0.74
C 0.7246 -4.0111 -0.5250 -0.12 -0.76 -0.50
H 0.3621 -3.9274 0.5085 0.12 -0.15 -0.29
H 0.8115 -5.0577 -0.8493 0.53 0.02 0.61
H 1.6732 -3.4622 -0.6263 -0.28 -0.30 -0.02
C -2.0627 -4.2162 -1.5005 0.70 -0.56 -0.15
H -1.7566 -5.2681 -1.5944 -0.83 -0.02 0.05
H -2.5120 -4.0007 -0.5252 0.09 -0.21 -0.21
H -2.7347 -3.8984 -2.3066 0.17 -0.27 0.18
C -3.4305 1.4609 -1.4308 -0.61 0.10 -0.25
H -4.3051 1.7938 -1.9996 0.05 0.46 0.28
H -3.6380 1.4638 -0.3542 -0.03 0.04 -0.26
H -2.5804 2.1272 -1.6334 -0.25 -0.16 -0.04
C -4.4468 -1.2842 -1.4498 -0.38 0.64 -0.35
H -4.3792 -1.4177 -0.3687 -0.17 0.01 -0.10
H -5.3492 -0.7362 -1.7341 -0.38 -0.58 0.21
H -4.3648 -2.2475 -1.9534 -0.21 0.08 0.03
C -1.2039 -1.1878 0.6654 -2.20 -2.07 9.61
O -1.3143 -1.2604 1.8284 0.03 -0.49 -6.04
H 2.0202 1.5366 -3.2497 0.05 -0.01 -0.43
C 2.3301 4.1402 3.2932 -0.15 0.27 0.01
C 2.7866 2.7226 2.9556 -0.70 -0.15 -0.06
C 3.6573 2.7049 1.7102 0.24 0.03 -0.25
C 3.4933 2.0957 4.1478 0.29 -0.18 0.30
O 1.5630 1.9957 2.7153 1.24 1.14 -0.05
Si 0.8532 0.7482 2.0092 -0.49 1.23 2.07
S 1.6607 0.0896 0.2327 1.51 0.03 0.83
O 0.7433 -0.3416 3.1665 0.04 -1.49 0.69
C 1.1790 -1.4279 4.0060 -0.44 0.65 -0.41
C 2.4121 -2.0740 3.4073 0.34 -0.20 -0.09
C 1.4468 -0.8473 5.3909 0.16 0.05 0.32
C 0.0155 -2.4134 4.0708 -0.07 -0.30 0.18
O -0.6877 1.3265 1.9110 -0.49 -0.25 -1.06
C -1.7512 1.8166 2.7762 0.31 -0.18 -0.22
C -2.9153 0.8319 2.6964 -0.44 -0.04 0.26
C -1.3432 1.9770 4.2435 0.01 0.07 0.23
C -2.1422 3.1540 2.1791 -0.17 0.61 -0.16
H 3.1948 4.7788 3.5156 -0.21 -0.09 -0.04
H 1.6586 4.1344 4.1703 0.33 -0.05 -0.32
H 1.7695 4.5776 2.4483 0.28 -0.19 0.28
H 4.5668 3.3058 1.8836 -0.32 -0.26 -0.12
H 3.9484 1.6760 1.4436 -0.03 0.35 0.15
H 3.1114 3.1286 0.8522 0.17 -0.08 0.29
H 2.8383 2.0985 5.0357 0.22 0.04 -0.37
H 3.7804 1.0500 3.9334 -0.08 0.43 0.04
H 4.4080 2.6650 4.3921 -0.35 -0.25 -0.10
H 3.2394 -1.3498 3.3276 -0.28 -0.24 0.07
H 2.7317 -2.9123 4.0479 -0.01 0.26 -0.29
H 2.1988 -2.4543 2.3933 0.06 0.10 0.37
H 0.5514 -0.3383 5.7872 0.32 -0.25 -0.21
H 1.7202 -1.6594 6.0845 -0.07 0.30 -0.18
H 2.2694 -0.1151 5.3655 -0.30 -0.33 -0.04
H -0.8993 -1.9189 4.4327 0.33 -0.11 -0.08
H -0.2011 -2.8425 3.0821 0.19 0.03 0.35
H 0.2639 -3.2297 4.7613 -0.10 0.12 -0.15
H -2.6735 -0.1223 3.1855 -0.12 0.40 -0.11
H -3.7974 1.2546 3.2047 0.31 -0.10 -0.16
H -3.1997 0.6290 1.6540 0.08 0.06 0.18
H -0.5061 2.6801 4.3539 -0.20 -0.26 -0.08
H -2.2062 2.3740 4.8201 0.46 -0.21 -0.39
H -1.0631 1.0086 4.6830 -0.01 0.31 -0.18
H -1.3019 3.8669 2.2407 -0.30 -0.32 0.02
H -2.4066 3.0444 1.1118 0.07 0.00 0.42
H -3.0069 3.5847 2.7118 0.31 -0.13 -0.19
```
Forces are in eV/Å.

Calculated values
LUMO level   -3.69 eV
HOMO level   -9.60 eV
Charge   +1

Atomic partial charges in e from the Mulliken method, atoms 1 to 4: -0.97, 0.82, 0.81, 0.36

=====

(3)
# C32H51MnN2OP3

A structure of composition C32H51MnN2OP3 (ωB97M-V with the def2-TZVPD basis set, the Open Molecules 2025 dataset).

Geometry as XYZ:
```
90
Properties=species:S:1:pos:R:3:forces:R:3
C 3.8229 -1.8315 -3.6842 -0.31 1.03 0.79
C 3.2895 -0.6914 -3.0922 0.32 -0.83 0.00
C 2.3223 0.0653 -3.8135 -1.21 0.49 -0.47
C 1.9502 -0.2999 -5.1579 0.19 0.13 0.63
C 2.5380 -1.4684 -5.7154 0.45 -0.63 0.05
C 3.4433 -2.2226 -4.9861 -0.66 0.20 -0.93
C 1.0136 0.5102 -5.8103 0.23 0.13 0.01
C 0.5416 1.6894 -5.2238 0.26 0.03 0.46
C 0.9795 1.9864 -3.8851 -0.01 -1.33 -0.33
C 0.5772 3.1892 -3.2391 -0.58 0.50 -0.03
C -0.3018 4.0366 -3.8980 0.82 -0.50 0.99
C -0.7550 3.7471 -5.1984 -0.08 -0.83 -1.05
C -0.3390 2.6034 -5.8602 -0.40 0.76 0.13
H 4.5487 -2.4285 -3.1316 -0.11 0.15 -0.15
H 2.2464 -1.7491 -6.7315 0.19 -0.03 0.35
H 3.8772 -3.1330 -5.4131 -0.20 0.43 0.11
H 0.6935 0.2448 -6.8135 -0.04 0.01 0.05
H -0.6418 4.9405 -3.3902 0.13 -0.14 -0.21
H -1.4406 4.4419 -5.6858 0.22 -0.24 0.10
H -0.6641 2.3758 -6.8772 -0.01 0.19 0.29
N 1.7174 1.0972 -3.1951 1.23 0.84 -0.15
Mn 0.3133 0.2902 -0.3964 -1.20 0.11 -0.55
C 3.6619 -0.2178 -1.7064 -0.18 -0.11 0.00
H 3.7798 0.8758 -1.6961 0.16 -0.31 -0.07
H 4.5824 -0.7095 -1.3652 -0.12 0.18 -0.08
C 1.1540 3.4833 -1.8777 0.01 -0.26 0.14
H 2.2172 3.2116 -1.8514 -0.14 0.21 -0.15
H 1.0375 4.5468 -1.6343 0.05 -0.19 0.00
P 2.3459 -0.5631 -0.4420 2.65 -1.37 -0.49
P 0.4039 2.5146 -0.4751 -0.39 3.08 -0.38
C -1.2414 3.3225 -0.4288 -0.08 0.03 0.18
H -1.8323 2.9536 0.4190 0.12 0.12 -0.29
H -1.1082 4.4105 -0.3350 -0.08 -0.27 -0.02
H -1.7801 3.0936 -1.3566 0.15 -0.01 0.22
C 1.2862 3.2717 0.9463 0.02 0.10 0.03
H 1.1396 4.3625 0.9246 0.11 -0.31 0.05
H 0.9072 2.8770 1.8984 0.12 0.09 -0.29
H 2.3599 3.0487 0.8742 -0.27 0.09 0.03
C 2.2545 -2.3889 -0.5385 0.17 -0.10 0.19
H 3.2541 -2.8185 -0.3868 -0.24 -0.06 -0.03
H 1.5534 -2.7881 0.2054 0.24 0.13 -0.26
H 1.8938 -2.6602 -1.5398 0.10 0.08 0.23
C 3.2435 -0.1523 1.1008 0.08 -0.16 0.14
H 2.5741 -0.2483 1.9661 0.23 0.02 -0.28
H 4.1007 -0.8316 1.2141 -0.15 0.25 0.08
H 3.6014 0.8870 1.0552 -0.07 -0.32 -0.05
C -0.6713 0.0884 -2.0324 -2.38 0.46 -1.27
O -1.8091 0.5543 -2.1428 2.29 -0.94 -0.02
H -0.1689 -0.4895 -2.8664 -0.58 0.18 0.18
C -1.6140 1.7731 2.9468 0.05 0.27 -0.07
C -1.3163 0.4078 3.5802 -0.44 -0.31 0.37
C 0.0648 0.5011 4.2492 0.14 0.19 0.17
C -2.3625 0.1411 4.6808 0.05 0.23 0.32
P -1.3142 -0.9277 2.2652 1.23 0.92 -2.27
N -0.4469 -0.3487 0.9960 -1.49 -1.55 3.34
C -0.5324 -2.5007 2.9117 -0.40 -0.04 0.61
C -1.0841 -2.8925 4.3022 0.10 -0.38 0.04
C -0.7886 -3.6707 1.9470 0.11 -0.23 -0.02
C 0.9851 -2.3315 3.0341 0.26 -0.01 -0.03
C -3.0182 -1.2592 1.5745 -0.16 -0.36 0.56
C -2.9211 -2.0554 0.2638 0.08 -0.05 -0.23
C -3.8815 -2.0381 2.5867 -0.40 0.00 -0.11
C -3.7075 0.0674 1.2383 -0.17 0.20 -0.12
H -1.3332 2.5560 3.6655 -0.05 -0.17 -0.10
H -2.6756 1.9123 2.7274 0.32 0.00 -0.02
H -1.0315 1.9298 2.0320 -0.19 -0.15 0.28
H 0.0748 1.4118 4.8671 -0.02 -0.21 -0.16
H 0.2727 -0.3309 4.9327 -0.06 0.18 -0.28
H 0.8732 0.5979 3.5134 -0.14 -0.09 0.13
H -3.3973 0.2244 4.3282 0.30 0.02 0.02
H -2.2267 -0.8297 5.1699 -0.12 0.31 -0.14
H -2.2197 0.9144 5.4504 -0.11 -0.17 -0.12
H -2.1785 -2.9578 4.3266 0.34 0.05 0.05
H -0.6963 -3.8967 4.5334 -0.10 0.23 0.00
H -0.7416 -2.2286 5.1055 -0.08 -0.15 -0.27
H -0.5249 -3.4223 0.9116 -0.13 -0.03 0.21
H -0.1444 -4.5059 2.2619 -0.13 0.21 -0.07
H -1.8193 -4.0438 1.9879 0.29 0.18 -0.05
H 1.4342 -2.0282 2.0824 -0.17 -0.06 0.31
H 1.2701 -1.6171 3.8097 0.00 -0.16 -0.25
H 1.4123 -3.3026 3.3223 -0.09 0.18 -0.09
H -2.6913 -3.1094 0.4348 -0.06 0.27 -0.15
H -3.8974 -2.0055 -0.2368 0.17 -0.02 0.13
H -2.1795 -1.6165 -0.4175 -0.23 -0.17 0.23
H -3.9482 -1.5330 3.5575 -0.03 -0.22 -0.28
H -4.9012 -2.0953 2.1766 0.21 -0.04 0.13
H -3.5408 -3.0686 2.7478 -0.06 0.31 -0.10
H -3.9452 0.6592 2.1282 0.04 -0.15 -0.24
H -3.1148 0.6594 0.5250 -0.12 -0.11 0.27
H -4.6645 -0.1673 0.7495 0.23 0.03 0.11
```
Forces are in eV/Å.

Calculated values
LUMO level (alpha / beta)   -3.19 / -3.28 eV
HOMO level (alpha / beta)   -9.64 / -10.37 eV
Charge   +1
Multiplicity   5
ΔE to the lowest compared entry with this formula, charge and spin   0.0 kcal/mol

Atomic partial charges in e from the Mulliken method, atoms 1 to 4: -0.29, 0.05, 0.20, 0.80

=====

The records above give, respectively, maximum force values of 0.32 10.08 3.97 eV Å⁻¹.